[1]
# CHoNO4S2

CHoNO4S2 as an isolated structure at a distorted geometry (ωB97M-V/def2-TZVPD, the Open Molecules 2025 dataset).

Geometry as ORCA input:
```
! wB97M-V def2-TZVPD RIJCOSX def2/J DEFGRID3
* xyz 2 5
O 1.7792 -1.3246 -0.2287
Ho 0.0259 -1.6314 0.8870
N 2.1560 1.2356 0.0903
O -1.8992 -1.0981 -0.4091
O -3.0720 0.7576 -1.1459
S 0.9075 1.6915 0.9405
S 2.6877 -0.1024 -0.5245
O -0.1611 0.5301 1.0372
C -2.4240 -0.0585 -0.6468
*
```

HOMO energy (alpha / beta) in eV: -17.24 / -17.26
E_tot in eV: -58168.5972
F_max in eV Å⁻¹: 3.98
Orbital gap (alpha / beta) in eV: 7.169 / 7.351

=====

[2]
# CH6N3OS

An isolated ion of composition CH6N3OS and charge +1 at a distorted geometry (ωB97M-V/def2-TZVPD, the Open Molecules 2025 dataset).

Geometry as ORCA input:
```
! wB97M-V def2-TZVPD RIJCOSX def2/J DEFGRID3
* xyz 1 1
N 1.1555 -0.3386 1.1668
C -0.3728 0.4222 -0.7677
H -1.8617 -0.4781 -1.9569
H -0.3238 -1.4366 -0.1196
H 1.9913 -0.3853 0.6080
N -1.2943 0.3544 -1.6744
O 0.1277 1.6231 -0.5779
H -1.1144 1.0633 -2.3195
H 0.4340 1.8876 0.2838
S 1.0616 -1.5465 2.3388
H 0.1315 -0.6332 3.0438
N 0.0653 -0.5324 -0.0252
*
```

HOMO energy in eV: -13.96
E_tot in eV: -18478.7353
F_max in eV Å⁻¹: 3.29
ΔE to the lowest compared entry with this formula, charge and spin in kcal/mol: 37.0
Orbital gap in eV: 10.266

=====

[3]
# C4H8N2O2

An isolated molecule of C4H8N2O2 at a distorted geometry (ωB97M-V/def2-TZVPD, the Open Molecules 2025 dataset).

Geometry as ORCA input:
```
! wB97M-V def2-TZVPD RIJCOSX def2/J DEFGRID3
* xyz 0 1
C 0.8891 0.7111 0.2422
H 1.7518 -2.4999 -0.0141
O 1.9537 -0.5223 -1.5424
H -1.2531 1.8496 -1.2452
C 1.4882 -0.5258 -0.4258
C -1.3580 0.8047 -0.9616
H 1.1371 1.5930 -0.3478
H 1.2956 0.8155 1.2488
H 0.8900 -1.6103 1.2069
N -1.0663 -0.4435 1.2390
O -1.2234 0.9509 1.5127
H -2.4183 0.5805 -0.8547
C -0.6194 0.5551 0.3297
N 1.4456 -1.6187 0.3684
H -1.9824 -0.8250 0.9901
H -0.9302 0.1850 -1.7462
*
```

HOMO energy in eV: -9.87
E_tot in eV: -11351.4149
F_max in eV Å⁻¹: 1.52
ΔE to the lowest compared entry with this formula, charge and spin in kcal/mol: 62.2
Orbital gap in eV: 10.776

=====

[4]
# C23H14Cl4N2O4S6W

C23H14Cl4N2O4S6W as an isolated structure at a distorted geometry (ωB97M-V/def2-TZVPD, the Open Molecules 2025 dataset).

Geometry as ORCA input:
```
! wB97M-V def2-TZVPD RIJCOSX def2/J DEFGRID3
* xyz -2 1
C 5.1030 0.6650 0.1842
C 0.2722 0.5801 5.0241
C -1.0779 -3.8452 -0.1001
Cl 0.3132 -3.2464 3.7485
C 0.3309 -0.8033 5.0219
S -2.0149 -1.0117 -2.6034
C -2.0937 -2.4769 -1.8041
O 2.7250 5.0536 -3.9897
C -4.7302 2.9531 0.2121
C -3.1396 -3.4457 -1.8491
C 1.3011 1.7814 -2.6160
C 0.0371 -0.8268 2.6180
C 2.8261 -0.2136 0.5411
C -5.7953 1.2704 -1.1189
C 4.2427 -0.4162 0.8390
H -6.5775 0.9640 -1.8055
C -3.1415 -4.5387 -1.0333
C -0.0183 0.5890 2.6197
H -2.0951 -5.5817 0.5779
C 0.2202 -1.5056 3.8126
C -5.7531 2.5787 -0.6527
C 0.1062 1.2792 3.8169
S -0.9174 2.1378 -1.1093
H -3.9738 -5.2333 -1.0769
H -3.9536 -3.2461 -2.5319
H 4.3613 -0.4259 1.9233
Cl 0.0553 3.0112 3.7605
N -1.0809 -2.8041 -0.9452
N 1.7549 -0.0040 0.1946
O -0.0628 -1.3690 1.4415
S 2.5892 2.4444 -3.6048
H 6.1585 0.4791 0.3879
Cl 0.4055 1.4637 6.5190
C 0.4442 2.6512 -2.0721
H 4.5182 -1.4096 0.4799
O -0.1546 1.1336 1.4490
Cl 0.5418 -1.6819 6.5110
H -4.8492 -0.6626 -1.1064
S -2.5984 -0.4737 0.6761
H 4.9468 0.6753 -0.8939
O 0.0069 -2.0033 -0.9284
H 4.8404 1.6503 0.5671
C 2.1298 4.1421 -3.4516
C -3.7959 0.7154 0.1375
S 1.1171 0.0639 -2.4121
W -0.2854 -0.0697 -0.2331
C -2.1004 -4.7549 -0.1162
C -4.8272 0.3528 -0.7296
H -0.2289 -3.8629 0.5660
C -3.7698 2.0328 0.6051
S 0.7114 4.3494 -2.4265
H -2.9665 2.3268 1.2701
H -6.4992 3.2992 -0.9680
H -4.6725 3.9721 0.5779
*
```

HOMO energy in eV: -1.15
E_tot in eV: -152178.9862
F_max in eV Å⁻¹: 1.15
ΔE to the lowest compared entry with this formula, charge and spin in kcal/mol: 20.5
Orbital gap in eV: 5.274

=====

[5]
# C45H42BF4O27

A 10-piece molecular cluster, C45H42BF4O27 overall at a distorted geometry (ωB97M-V/def2-TZVPD, the Open Molecules 2025 dataset).

Geometry as ORCA input:
```
! wB97M-V def2-TZVPD RIJCOSX def2/J DEFGRID3
* xyz -1 1
C 10.8520 29.3110 10.0770
H 13.2840 28.5530 5.3670
O 11.0750 20.6660 7.6660
H 6.3300 25.9960 2.9080
H 9.8450 34.0170 6.4800
H 6.3570 29.8860 5.7260
C 12.2510 25.1290 0.8020
C 11.7600 24.0850 5.0380
C 11.5010 33.1370 8.0310
H 11.1250 26.6350 1.0350
C 5.9560 32.1210 3.3450
H 10.5080 29.9020 12.4590
H 6.7330 29.0430 4.1480
O 12.0070 25.1460 4.2490
H 6.5250 32.5630 4.1560
O 9.7730 32.3570 4.7930
H 6.8420 25.6070 -0.9830
O 11.5010 33.9520 9.1440
H 8.7920 28.1190 -4.8400
H 11.4760 23.0400 0.1060
H 11.3180 25.8210 4.6440
O 9.3560 29.0840 6.5790
C 13.7470 22.9720 0.9890
H 15.3430 25.9550 2.1760
H 10.9960 34.7330 9.1660
H 8.0370 31.2010 7.9290
C 8.4790 29.2120 -1.2420
H 4.9220 32.6910 3.0100
C 6.8530 25.5580 0.2030
H 6.3310 20.9850 4.4540
H 8.9270 31.7060 -4.0880
C 12.2390 21.6080 5.6700
H 7.7780 26.1480 4.7840
O 11.8350 30.4900 4.6920
C 9.6420 29.4490 7.8590
H 13.8020 26.7040 5.5230
H 8.7190 30.1250 1.0060
B 9.7820 27.9290 3.4890
O 9.9310 30.6760 11.9660
H 12.9130 22.7960 3.8340
F 10.7800 27.5390 4.3760
H 11.1390 30.6720 4.3090
C 8.8080 31.6330 -1.9850
C 11.6470 31.2820 5.7940
H 8.5910 20.5480 1.6630
O 8.6590 27.4350 -2.7390
C 13.9890 27.6410 4.9000
C 13.3320 25.8610 1.3180
O 5.1450 27.1040 0.0650
O 4.4630 30.3350 3.9100
C 6.6760 29.9820 4.6000
C 9.0280 31.1480 -3.3190
H 7.8230 25.8470 0.4680
C 5.8020 26.4890 0.7680
O 7.4840 25.4930 5.2930
H 9.4770 24.7930 3.1020
O 12.8960 20.6130 5.5020
H 16.5040 23.7090 2.3090
O 11.0920 25.7070 0.5320
O 10.4460 25.3630 6.5400
H 5.2180 27.4050 2.6440
C 12.4600 31.9520 8.0910
C 10.7350 23.1600 7.1490
H 10.0260 28.4730 6.3260
C 12.4440 22.7630 4.7650
H 6.6350 31.7920 2.4620
C 14.7980 23.8140 1.6590
C 10.6890 28.9010 8.6260
O 15.9790 23.1960 1.7650
F 8.6410 27.1400 3.7890
C 9.9290 30.4670 10.6600
H 7.6210 30.3700 4.8320
H 10.1460 23.1850 8.1370
O 13.1630 27.0840 1.5200
C 7.8820 21.7800 3.1250
F 9.4990 29.2890 3.4680
C 8.7110 28.6450 -2.5460
C 12.4880 23.6930 0.4750
H 6.6560 27.5320 2.3020
C 5.5740 30.7750 3.9290
O 7.9260 20.6620 2.3180
C 9.0290 31.1970 9.7350
O 13.1830 31.8380 9.1020
H 13.1740 30.3920 6.9540
C 12.5290 31.1480 6.9270
H 10.5860 20.9390 8.3350
O 8.4210 32.2000 10.2520
H 16.4190 29.3940 3.1800
O 9.5150 22.6900 1.7780
C 8.6240 24.1090 3.4160
H 6.8410 24.5070 0.6150
O 11.3680 27.9710 8.2060
O 16.3180 27.8730 5.1200
C 8.8350 29.6160 -3.5730
C 7.6110 24.3110 4.5520
C 14.6310 25.3140 1.6900
C 10.5960 32.3070 5.6580
C 5.9860 26.8740 2.3360
C 6.8050 23.1030 5.0030
O 8.9030 29.1290 -4.8970
C 6.8990 21.9150 4.2930
H 8.2590 28.3120 -0.6110
O 9.0100 32.8870 -1.6800
C 11.4260 21.7680 6.8920
O 6.0740 23.2430 5.9840
C 10.7020 33.3830 6.7190
C 15.4940 29.0160 3.2900
F 10.2240 27.5560 2.1820
C 8.7510 30.6210 -0.8530
H 13.3280 27.2680 4.1020
H 14.7030 29.7760 3.3290
C 8.7750 30.6430 8.4650
C 8.7070 22.8180 2.6310
H 15.1600 28.4870 2.4900
O 13.8540 21.7470 0.9420
C 15.2860 28.0860 4.5370
O 8.8320 31.0570 0.3720
C 10.9330 24.3000 6.2310
H 11.3490 28.5280 10.6140
*
```

HOMO energy in eV: -6.99
E_tot in eV: -114159.9727
F_max in eV Å⁻¹: 13.84
ΔE to the lowest compared entry with this formula, charge and spin in kcal/mol: 77.8
Orbital gap in eV: 6.326

=====

[6]
# C40H37CrN3O5PS

C40H37CrN3O5PS as an isolated structure (ωB97M-V/def2-TZVPD, the Open Molecules 2025 dataset).

Geometry as ORCA input:
```
! wB97M-V def2-TZVPD RIJCOSX def2/J DEFGRID3
* xyz 0 2
H -1.2507 3.7550 3.9584
H 1.0218 3.7562 -2.7990
N 0.5743 -1.5483 -1.0322
H -1.4423 2.9916 6.3221
C -2.3051 0.3084 1.0453
H -1.9287 1.5728 -5.2072
S -0.6786 -0.2967 -4.3962
C 2.4788 -0.5583 3.1871
H -1.5779 -5.6021 3.1185
C 5.0178 -0.4080 4.3351
H 6.0029 -0.3501 4.7798
H -0.2549 -1.8271 -6.1340
H 5.0850 1.5034 -0.6351
C -0.9158 2.7716 4.2597
H -4.6773 -2.1180 1.1706
P 0.8150 -0.4904 2.4292
C -2.7089 -2.3541 0.3523
C 1.8693 2.2146 -1.6512
H 4.7655 -2.4925 4.7730
C 0.6630 -3.2345 2.2122
Cr 0.5869 0.3415 0.0470
N 0.7140 1.5874 -1.5276
C -1.1187 -4.6265 3.0226
H 2.5250 -2.6249 3.7937
H 3.9364 -0.8838 -4.0076
H 0.6025 -5.3024 -2.0033
H 2.7423 1.5306 2.7459
C -1.7331 -3.5094 3.5687
O 3.7851 -0.0461 0.3677
C -0.4193 -3.7356 -0.9920
H -2.2113 1.3586 1.2893
C -3.7249 -1.6443 0.9686
H 0.3311 -0.7319 5.2163
O -1.0444 -1.4013 -3.4696
C -3.5235 -0.3107 1.3006
H -1.2091 -4.3630 -0.6083
H 1.5804 -3.1361 1.6404
C -1.4974 -1.7224 0.0844
C 3.4012 -2.9607 -3.7850
C 2.5363 -3.8404 -3.1969
C 2.3691 -1.1250 -2.5990
C -0.4091 -2.3579 -0.6600
C 2.9503 1.6258 -0.8901
C 2.0172 3.4300 -2.5040
H 0.5596 -5.3473 1.8910
H 4.9724 1.6664 3.7771
C 0.5724 -4.2468 -1.7579
C -0.3619 1.9544 3.2760
H -2.8822 -3.3837 0.0660
O -0.8535 3.5482 1.6074
C 1.5581 -3.3838 -2.2893
H 2.5710 -4.8970 -3.4349
C 3.0591 -1.6851 3.7615
C -2.0770 0.8281 -4.4246
H -2.0983 1.3076 -3.4496
H -1.9518 -1.2795 -6.1819
C -1.1461 -2.2586 3.4516
C 0.0810 -4.4860 2.3399
H 4.3960 3.1321 -0.5202
H 4.5433 2.3686 -2.0913
O 0.5983 1.9452 1.0807
C -0.9159 -0.9652 -6.0571
C 0.0674 -2.1101 2.7845
H -0.6413 -0.2208 -6.8046
C 1.5009 -2.0165 -1.9387
H -2.9809 0.2452 -4.6019
H -4.3261 0.2604 1.7525
C 3.1841 0.6493 3.1988
C -1.2587 -0.3887 0.4365
H 2.2523 -0.0705 -2.4292
C -0.2336 2.5471 1.8904
H 3.4171 -0.7127 0.9589
H -2.6826 -3.6053 4.0795
N 2.6658 0.6019 -0.1515
C 3.2915 -1.5890 -3.4979
H -0.6152 0.7324 6.9383
H 2.5962 3.2426 -3.4127
C 0.0607 0.6721 3.6084
C 4.3341 2.1726 -1.0396
C -1.0181 2.3410 5.5683
C 4.3272 -1.6084 4.3278
H 2.5035 4.2424 -1.9605
O -0.3313 1.9269 -2.1456
H 4.1451 -3.3088 -4.4896
C -0.0281 0.2523 4.9393
C 4.4396 0.7243 3.7733
C -0.5607 1.0758 5.9132
H -1.6512 -1.3926 3.8578
*
```

HOMO energy (alpha / beta) in eV: -7.40 / -7.40
E_tot in eV: -105331.4495
F_max in eV Å⁻¹: 0.76
Orbital gap (alpha / beta) in eV: 7.186 / 7.120

=====

[7]
# C43H52ClIrN4O4P2S

C43H52ClIrN4O4P2S as an isolated structure at a distorted geometry (ωB97M-V/def2-TZVPD, the Open Molecules 2025 dataset).

Geometry as ORCA input:
```
! wB97M-V def2-TZVPD RIJCOSX def2/J DEFGRID3
* xyz 3 2
C -3.2654 -4.0388 1.1837
C -2.8086 -3.2942 0.0945
C 3.3491 0.4332 2.6134
N -0.4107 -0.5942 -2.1004
H -0.9154 -2.8082 4.8956
H 1.2497 -4.3747 0.7357
Ir -0.6406 -0.2611 -0.0610
H 1.8372 2.7528 1.9381
O -0.4035 0.5849 -2.8001
O -2.3617 2.8444 0.7958
H 2.1023 -0.5253 -2.5746
H 1.0803 -4.2630 5.0008
H 1.0485 -5.7743 -4.1369
H 3.1130 -2.9771 -0.8495
H -0.0951 4.4548 -4.1854
C 0.2215 -5.7329 -2.1555
C -1.8349 6.5535 -0.2960
S -3.1042 -0.1023 -0.9085
H -2.6211 -4.2471 2.0239
P -1.1219 -2.6113 0.0291
H 5.0864 -1.4360 -0.6470
Cl 2.7206 7.8458 -2.2834
H 2.0302 3.6373 -1.6603
H -3.3850 3.2296 -1.8513
C 1.2727 -4.4063 2.8714
H 3.8577 3.5468 -0.1662
C -0.3259 -4.9363 -1.1575
H 0.7023 2.4918 -1.6219
C 2.4819 -2.2331 -0.3544
H 0.7319 -3.3579 -4.5020
C 0.6242 -5.1609 -3.3537
C 2.1188 0.1505 2.0037
H 0.1216 -0.4754 2.3800
H -4.8976 -5.1413 2.0202
N -3.3831 0.0877 1.6992
H 0.3777 -0.6076 4.8306
H 2.2456 2.0189 -2.3234
H -5.8021 0.0255 -0.3946
H -6.3994 -4.7315 0.1002
H 1.8888 5.9439 -4.2188
C -3.9973 0.0643 0.5148
H -5.8849 0.2683 1.3095
H -1.9149 1.4134 1.6029
H -2.8185 6.5721 -0.7644
C 0.3579 7.0285 -1.3382
C -0.4364 -3.5614 -1.3344
C 3.0395 -0.8446 -0.6147
C -2.6015 3.7817 -1.3338
H 1.4753 -2.3335 -0.7387
C -3.6432 -3.1198 -1.0166
C 3.7386 2.4683 -0.0348
H 0.3208 -6.7986 -1.9968
C 0.4432 -3.8028 -3.5566
C -0.9406 -2.7481 2.7537
H 2.5678 -0.1248 5.8617
C 0.0863 5.1734 -3.3967
H -5.5693 -3.4893 -1.8716
H -0.1592 -1.3404 -3.9328
H -3.9231 0.2708 2.5349
H 2.4778 -2.4461 0.7143
H 4.1679 2.2181 0.9298
H -3.0454 4.5753 -0.7530
C -0.4409 -3.1422 3.9814
C 2.2453 2.1582 -0.1320
C 1.0684 -0.2365 2.8309
C -4.9284 -3.6295 -1.0104
H 0.4900 7.7913 -0.5811
C 0.7699 -4.0162 1.6349
C 3.0934 -0.5595 -2.1224
H -1.8210 -2.1146 2.7039
C -0.2390 -1.5899 -2.8787
C 3.5051 0.3339 3.9862
C 1.2169 -0.3258 4.2084
C 0.6752 -3.9677 4.0415
H 3.6043 0.3795 -2.3365
C -4.5570 -4.5535 1.1781
H 4.3108 1.9806 -0.8224
O -1.1179 1.9551 -0.8395
H 4.2040 0.7283 2.0297
H 0.4017 2.7013 0.9088
H 2.1384 -5.0543 2.9156
C 1.4643 2.9455 0.9333
H -1.6577 7.5418 0.1216
C -0.0850 -2.9949 -2.5507
H -0.6687 -5.3932 -0.2379
H -1.8500 5.8419 0.5329
C -0.3545 -3.2021 1.5663
H 4.4632 0.5660 4.4325
C 2.4416 -0.0468 4.7897
H -0.7720 1.2759 -2.1880
O -1.7281 4.2431 -2.3830
H 4.4787 -1.2087 0.9841
C 4.4534 -0.8000 -0.0236
H -1.6836 0.1695 2.6900
C -1.9605 2.7926 -0.3631
H 3.6613 -1.3545 -2.6114
C -5.3932 -4.3325 0.0959
C 1.3444 6.8955 -2.3422
N -2.0171 0.3911 1.7562
C 1.1631 5.9878 -3.4180
C -0.8472 5.2074 -2.3080
H 1.5690 4.0160 0.7330
H -3.2811 -2.6014 -1.8931
P 1.8274 0.3402 0.1956
N -5.3214 0.1303 0.4844
C -0.7596 6.2409 -1.3025
C 1.7685 2.5842 -1.5236
H 4.8989 0.1905 -0.0186
*
```

HOMO energy (alpha / beta) in eV: -15.88 / -15.88
E_tot in eV: -104335.6823
F_max in eV Å⁻¹: 5.34
ΔE to the lowest compared entry with this formula, charge and spin in kcal/mol: 49.7
Orbital gap (alpha / beta) in eV: 7.479 / 5.616

=====

[8]
# C4H8N2O

An isolated molecule of C4H8N2O (ωB97M-V/def2-TZVPD, the Open Molecules 2025 dataset).

Geometry as ORCA input:
```
! wB97M-V def2-TZVPD RIJCOSX def2/J DEFGRID3
* xyz 0 1
C 1.2403 1.1922 0.8974
C 1.2453 0.7110 -0.4995
H -0.8227 -1.2476 1.3343
C -1.3202 -0.6347 -0.6648
H -1.1926 0.4729 1.1250
N 0.7849 -0.1537 0.5808
N -0.7389 -1.6168 -1.4087
H 0.4752 1.9282 1.1489
C -0.6618 -0.3783 0.6848
H 0.5020 1.1302 -1.1764
H 2.1740 0.3951 -0.9702
H 0.1584 -1.9962 -1.1504
H 2.1597 1.2742 1.4711
O -2.2958 -0.0093 -1.0391
H -1.0539 -1.7233 -2.3611
*
```

HOMO energy in eV: -9.35
E_tot in eV: -9304.5698
F_max in eV Å⁻¹: 0.34
ΔE to the lowest compared entry with this formula, charge and spin in kcal/mol: 42.0
Orbital gap in eV: 10.399